The following is a DFT calculation (ωB97M-V/def2-TZVPD) of C23H48N2O2OsP2 as an isolated structure at a distorted geometry.

Kohn-Sham gap (spin up / spin down) ... 6.531 / 4.521 eV
HOMO (spin up / spin down) ... -18.1 / -20.5 eV
Strongest force on any atom ... 0.1327 Eh/bohr
Charge ... +4
2S+1 ... 5
Energy above the lowest of the compared OMol25 structures with the same formula, charge and spin ... 83.30 kJ/mol
Expectation value of S² ... 6.031

Each line ends with the Mulliken charge.
Cartesian coordinates (Å):
Os -0.812404 -0.671824 -0.990789  0.60
C -2.349813 -0.736964 -2.021366  0.38
O -3.323758 -0.711861 -2.666214  -0.44
C -0.138839 -2.142723 -1.903680  0.40
O 0.347561 -3.031002 -2.492119  -0.47
P 0.228361 1.391072 -1.498937  1.31
C 2.113271 1.547763 -1.460188  0.47
H 2.407011 2.221564 -2.286328  0.60
C 0.014682 1.086285 -3.327717  0.27
H -0.079961 -0.021651 -3.361436  0.34
C -0.063059 3.306450 -1.359499  0.54
H 0.354905 3.519016 -0.375088  0.22
C -2.117076 -0.139458 2.238435  0.60
P -0.952974 -1.240758 1.228486  1.32
H -0.425116 -2.515836 3.242553  0.64
H -1.438608 0.675391 2.532379  0.23
C -1.954693 -2.846483 1.238206  -0.14
H -2.318738 -2.954769 2.267839  0.65
C -1.292556 1.677008 -3.879464  -2.05
H -1.182867 2.732556 -4.159117  0.40
H -2.126739 1.577796 -3.180846  0.40
H -1.588036 1.125356 -4.788572  0.45
C 1.152594 1.498369 -4.286249  -1.48
H 0.866669 1.267751 -5.325394  0.44
H 2.096228 0.986753 -4.097551  0.33
H 1.332771 2.574490 -4.239824  0.32
C 0.638550 4.184103 -2.409099  -1.66
H 1.705921 3.979785 -2.539206  0.36
H 0.569225 5.245097 -2.130863  0.52
H 0.160906 4.102192 -3.394959  0.28
C -1.554045 3.630947 -1.298707  -1.45
H -1.691425 4.669183 -0.971578  0.45
H -2.065629 2.977775 -0.586732  0.32
H -2.036691 3.531374 -2.278776  0.33
C 2.741954 2.122227 -0.151408  -0.61
H 3.056405 3.336828 0.081175  0.32
H 3.811375 2.051510 -0.386212  0.58
H 2.515883 1.508101 0.735735  0.01
C 2.695517 0.156077 -1.835537  -1.61
H 2.844821 -0.488770 -0.958883  -0.29
H 3.674866 0.289015 -2.310157  0.65
H 2.084985 -0.425781 -2.542233  0.52
C -2.694728 -0.845395 3.481339  -1.88
H -1.972061 -1.415381 4.069939  0.62
H -3.497365 -1.531990 3.189340  0.35
H -3.149310 -0.107033 4.151070  0.40
C -3.221745 0.499260 1.397532  -1.21
H -4.027117 -0.205304 1.164129  0.30
C 1.428022 -2.525954 2.243187  -1.50
H -2.807083 0.890482 0.459076  0.04
H -3.671605 1.324747 1.967514  0.49
C 0.577546 -0.708462 3.746700  -1.22
H 1.919772 -2.084013 1.372599  0.06
H 2.172755 -2.528251 3.043428  0.60
H 1.233080 -3.572380 2.015393  0.29
C 0.168501 -1.769040 2.695205  0.10
H 1.093141 -1.271052 4.542993  0.61
H -0.322825 -0.481368 4.490430  0.36
H 1.378607 -0.065134 3.356517  0.36
C -1.081684 -4.069100 0.932570  -1.54
H -0.359268 -3.873263 0.128606  0.22
H -1.728834 -4.891021 0.600943  0.51
H -0.546237 -4.410454 1.823858  0.34
C -3.170749 -2.753483 0.319979  -1.35
H -3.789327 -1.873337 0.509105  0.01
H -3.777341 -3.654955 0.470014  0.55
H -2.859284 -2.735552 -0.733006  0.30
H -0.142328 0.235638 3.889341  0.27
H 2.178193 3.195354 0.125256  0.08
N 4.772279 -0.964339 1.323107  -0.14
C 5.886932 -1.725572 1.408879  0.10
C 5.617819 -2.890146 0.678419  -0.77
C 4.307452 -2.737628 0.189564  -0.01
N 3.791244 -1.550608 0.581858  -0.20
H 4.599460 -0.049663 1.736642  0.24
H 6.760172 -1.417051 1.944324  0.52
H 6.259439 -3.728130 0.519767  0.50
H 3.739351 -3.429567 -0.412562  0.56

Force components x, y, z for each atom (eV/Å):
Os 1.68 1.36 1.45
C -6.19 0.92 -2.72
O 3.30 -0.40 1.83
C 3.78 -4.17 -2.73
O -1.89 2.54 1.79
P 1.38 2.45 -1.81
C -0.65 -0.26 -0.78
H -0.40 -0.25 0.51
C -0.01 -0.33 -0.95
H 0.09 0.47 -0.32
C -0.70 -0.72 0.00
H 0.05 0.21 0.48
C 0.39 -0.44 -0.08
P -2.42 -1.16 3.00
H -0.11 0.35 -0.30
H -0.07 0.31 0.15
C 0.16 -0.01 -0.01
H 0.14 0.15 -0.21
C -0.46 -0.23 -0.11
H -0.03 -0.36 0.10
H 0.04 0.15 -0.13
H 0.24 0.23 0.31
C 0.17 0.00 -0.06
H -0.03 0.00 0.44
H -0.07 0.02 -0.14
H -0.04 -0.20 -0.12
C 0.12 -0.04 -0.27
H -0.14 0.08 -0.01
H -0.17 -0.30 0.17
H 0.16 0.01 0.40
C -0.24 0.21 0.15
H 0.00 -0.22 -0.05
H -0.09 0.11 -0.05
H 0.20 0.06 0.37
C 0.17 -1.20 -0.55
H 0.37 -0.66 -0.24
H 0.31 0.46 0.42
H 0.11 0.84 -0.04
C 0.91 0.02 0.67
H -0.28 0.33 -0.29
H -0.06 -0.05 0.03
H 0.00 0.57 0.31
C -0.29 0.54 -0.15
H -0.07 -0.16 0.05
H 0.21 0.11 0.15
H 0.02 -0.05 -0.12
C -0.11 0.34 0.16
H 0.25 0.28 0.09
C 0.51 0.28 0.13
H -0.24 0.03 0.16
H 0.10 -0.17 -0.24
C 0.90 -1.56 -1.47
H -0.45 0.07 0.16
H 0.06 -0.11 0.11
H -0.14 0.19 0.02
C -0.03 -0.31 -0.50
H -0.29 0.60 0.52
H -0.05 0.04 0.32
H -0.44 0.53 0.53
C -0.10 -0.10 -0.18
H -0.13 -0.16 0.14
H 0.20 0.13 0.11
H -0.14 -0.06 -0.24
C 0.04 -0.23 -0.20
H 0.09 -0.37 -0.09
H 0.03 0.23 -0.08
H -0.19 -0.19 0.22
H 0.03 0.09 -0.10
H -0.67 -0.41 -0.32
N 1.70 -0.20 0.63
C -1.29 2.45 0.68
C -1.24 -1.26 -1.18
C -0.13 0.81 0.32
N 0.98 -1.66 -0.43
H 0.35 -0.43 -0.06
H 0.43 0.13 0.27
H 0.45 -0.36 -0.01
H -0.04 0.05 -0.03